# 1
This record from OMol25 describes a structure of composition C41H61F6N13O8ReS4Si. The level of theory is ωB97M-V with the def2-TZVPD basis set.

The geometry in ORCA input format:
```
! RIJCOSX wB97M-V def2-TZVPD def2/J DEFGRID3
* xyz 2 2
Re -0.11833 0.53953 0.54830
C -3.29209 2.06815 4.92368
N -2.68205 1.28368 3.85064
C -2.10926 1.68031 2.73543
N -1.66546 0.61031 2.05701
C -2.03328 -0.44011 2.86780
N -2.65364 -0.06087 3.94146
C -4.79365 2.12820 4.80991
C -5.58229 2.03506 5.94945
C -6.96422 2.13239 5.84922
C -7.56939 2.31919 4.61738
C -6.77760 2.41167 3.47699
C -5.39496 2.31398 3.57838
C -7.37159 2.62153 2.16071
N -8.60375 2.66379 1.80069
N -8.60361 2.89386 0.43209
C -7.37169 2.96867 0.07874
O -6.51757 2.80467 1.12099
C -6.77425 3.18935 -1.23458
C -7.53387 3.08548 -2.39724
C -6.92513 3.26682 -3.62709
C -5.56329 3.53443 -3.70689
C -4.80968 3.64915 -2.54690
C -3.33052 3.92296 -2.60142
N -2.56600 2.78183 -2.08444
C -1.95284 2.63123 -0.92503
N -1.42554 1.40129 -0.86281
C -1.78595 0.84372 -2.06086
N -2.46911 1.65411 -2.81502
C -5.42029 3.48518 -1.31446
H -2.83625 3.06015 4.89214
H -2.99100 1.58143 5.85012
H -2.02286 2.71110 2.43917
H -1.78034 -1.47202 2.67474
H -5.12241 1.88460 6.91697
H -7.57147 2.05783 6.73935
H -8.64347 2.39304 4.52715
H -4.79993 2.38620 2.67685
H -8.58808 2.86093 -2.32397
H -7.50952 3.18681 -4.53171
H -5.09398 3.65901 -4.67284
H -3.04487 4.78617 -1.99814
H -2.99438 4.08259 -3.62479
H -1.86938 3.40363 -0.18151
H -1.47589 -0.14736 -2.34015
H -4.84746 3.58651 -0.40143
F 0.60674 2.50397 1.59486
C 1.15747 2.38421 2.87695
F 0.26535 2.92557 3.68863
F 2.25339 3.08594 2.88363
S 1.41035 0.55663 3.35358
O 1.05277 -0.22182 2.12695
O 0.48037 0.37558 4.41898
N 2.86553 0.41772 3.79326
S 4.03916 0.68960 2.70228
O 5.10292 1.43016 3.27378
O 3.45537 1.09147 1.44977
C 4.67227 -1.03285 2.48008
F 5.82605 -1.00219 1.83768
F 3.79360 -1.75156 1.78055
F 4.84588 -1.61427 3.66327
C -1.11363 -4.26864 -0.76230
C -1.22759 -3.08343 -1.71840
C -0.65903 -3.43272 -3.09159
C -2.69734 -2.68703 -1.87400
N -0.44079 -1.89008 -1.28893
N -0.73850 -1.42426 0.03852
H -1.47810 -5.16929 -1.25148
H -1.71074 -4.12830 0.13808
H -0.08387 -4.44198 -0.45158
H -1.10931 -4.35542 -3.45060
H 0.42189 -3.58339 -3.04946
H -0.87167 -2.64698 -3.81554
H -3.25520 -3.53678 -2.26284
H -2.82437 -1.86148 -2.57165
H -3.17732 -2.42948 -0.92603
H 0.56381 -2.06768 -1.31428
H -0.35402 -2.03726 0.78983
H -1.76051 -1.47539 0.10824
S -0.25070 -3.51320 2.58024
C 1.09346 -3.28989 3.58262
N 1.14719 -2.49453 4.64958
C 2.41797 -2.57594 5.35978
C 3.16501 -3.67467 4.56804
N 2.25683 -3.93310 3.45625
H 0.41252 -1.84254 4.86752
H 2.25338 -2.86292 6.39715
H 2.93929 -1.61822 5.33666
H 3.31423 -4.57600 5.16271
H 4.13014 -3.33366 4.20255
H 2.34663 -4.71246 2.82655
C 4.92739 -3.15859 -0.98986
C 3.54081 -3.17517 -1.61673
C 3.62716 -3.35729 -3.12234
C 2.67669 -4.24461 -0.97449
O 2.84310 -1.91449 -1.33678
Si 3.25235 -0.42211 -1.77816
S 1.58477 0.81605 -0.84886
O 4.61287 0.08272 -1.12456
C 5.54759 1.16748 -1.43251
C 6.56971 1.15886 -0.30870
C 4.77974 2.47791 -1.46463
C 6.21038 0.86009 -2.76662
O 3.12613 -0.06997 -3.32117
C 2.30581 0.29596 -4.44896
C 2.26374 1.81269 -4.52528
C 2.98144 -0.30078 -5.67454
C 0.92008 -0.29060 -4.24801
H 5.48480 -4.02558 -1.34046
H 4.86741 -3.20643 0.09424
H 5.48221 -2.26456 -1.26468
H 4.04531 -4.33671 -3.35114
H 4.26940 -2.60255 -3.57430
H 2.63983 -3.28995 -3.57956
H 3.16506 -5.21438 -1.06061
H 1.70260 -4.31235 -1.46080
H 2.53282 -4.01880 0.08180
H 6.11723 1.44018 0.64078
H 7.36190 1.87213 -0.53311
H 7.01804 0.17171 -0.20911
H 4.23605 2.61402 -0.53049
H 4.07843 2.50301 -2.29882
H 5.47338 3.30951 -1.58213
H 6.71812 -0.10309 -2.72466
H 6.95262 1.62432 -2.99133
H 5.48185 0.83685 -3.57464
H 3.27128 2.22096 -4.58020
H 1.76346 2.23175 -3.65049
H 1.72042 2.12532 -5.41516
H 3.99828 0.07669 -5.77016
H 2.42964 -0.03415 -6.57379
H 3.01908 -1.38650 -5.60090
H 0.48083 0.08074 -3.31989
H 0.96939 -1.37756 -4.20194
H 0.26613 -0.00440 -5.07021
*
```

Summary:
- max |F| (eV/Å) = 1.6
- E (eV) = -148902.953
- ⟨S²⟩ = 0.832
- molecular weight (g/mol) = 1320.57
- HOMO-LUMO gap (spin up / spin down) (eV) = 5.0 / 5.6

# 2
This record from OMol25 describes a structure of composition C41H62N4O6SSi3W. The level of theory is ωB97M-V with the def2-TZVPD basis set.

The geometry in ORCA input format:
```
! RIJCOSX wB97M-V def2-TZVPD def2/J DEFGRID3
* xyz 2 3
W -1.31129 -0.29680 -0.76919
C -4.30211 4.23245 4.00763
C -3.49873 3.15562 3.32978
C -2.42629 2.55901 3.95073
C -1.67039 1.53642 3.33140
C -0.71141 0.72215 4.00272
N 0.09659 1.06199 4.96102
C 0.53553 2.42021 5.32332
C 2.00156 2.52273 4.90984
C 2.61741 3.92939 4.89454
N 3.74944 3.93578 3.96084
C 3.39758 3.78053 2.66193
C 3.87524 2.88373 1.75175
C 4.90545 1.91900 1.98159
C 4.92473 0.75221 1.28604
C 6.04837 -0.24074 1.39435
C 3.76710 0.45599 0.50526
C 2.76555 1.34939 0.18468
C 1.57414 0.70444 -0.35314
N 0.40106 1.11359 -0.73315
C 0.17894 2.57306 -0.80635
C -0.89539 2.97519 -1.78486
C -2.28280 2.78532 -1.23983
N -2.59230 1.38041 -0.95247
C -3.28980 1.06260 0.09896
C -3.12395 1.73241 1.40401
C -3.84793 2.70809 2.04022
C -1.99653 1.12463 2.01672
O -1.30731 0.22436 1.37922
C 3.02325 2.77045 0.54896
O 2.58854 3.75456 -0.02045
H -4.35322 4.06853 5.08306
H -5.32109 4.26364 3.62558
H -3.85804 5.21528 3.84118
H -2.21084 2.82876 4.97792
H -0.64564 -0.31496 3.67623
H 0.65774 0.31603 5.35438
H 0.36491 2.59255 6.38543
H -0.06443 3.12557 4.75368
H 2.04833 2.14568 3.88359
H 2.61593 1.85053 5.51664
H 2.94848 4.25907 5.87695
H 1.89345 4.66049 4.52800
H 4.54599 3.39704 4.27266
H 2.53584 4.37007 2.35943
H 5.68731 2.12693 2.70568
H 6.94720 0.14509 0.91201
H 5.78821 -1.17803 0.90677
H 6.29867 -0.45531 2.43411
H 3.66090 -0.57454 0.17077
H 1.67357 -0.37182 -0.32436
H 1.10606 3.04987 -1.08661
H -0.07123 2.93385 0.19894
H -0.76880 2.43941 -2.72707
H -0.76692 4.03521 -2.00845
H -3.02849 3.07908 -1.98267
H -2.44342 3.39410 -0.34643
H -3.82187 0.11193 0.08376
H -4.71563 3.13992 1.55404
C -3.32089 -2.36716 0.78284
O -2.68815 -1.87798 -0.41638
Si -3.02041 -2.36624 -2.05575
C -4.83483 -1.95796 -2.20171
C -2.90942 -4.20395 -2.21253
C -1.77128 -1.12392 -2.71207
Si -2.66206 -0.10731 -4.09511
C -1.49956 1.20464 -4.79081
C -4.24116 0.83504 -3.65913
C -3.25427 -1.33508 -5.39881
Si -0.20134 -1.81774 -3.65088
C -0.07740 -3.67806 -3.52304
C -0.09495 -1.46509 -5.49845
C 1.43929 -1.11573 -3.06711
H -3.21234 -3.44940 0.81594
H -4.37760 -2.09598 0.77454
H -2.81093 -1.93334 1.63806
H -5.37310 -2.65160 -1.54910
H -5.22833 -2.11447 -3.20594
H -5.08749 -0.94185 -1.89683
H -3.68749 -4.63527 -1.57621
H -1.95887 -4.64295 -1.93320
H -3.15444 -4.49092 -3.23925
H -0.47952 1.15439 -4.40773
H -1.89526 2.19938 -4.57650
H -1.43859 1.11724 -5.87736
H -4.29300 1.29151 -2.67475
H -5.12840 0.21595 -3.78410
H -4.31637 1.64187 -4.39415
H -2.72697 -2.28986 -5.40074
H -3.15410 -0.90791 -6.39936
H -4.31507 -1.54487 -5.25570
H -0.85581 -4.17938 -4.09899
H -0.11202 -4.06479 -2.50651
H 0.87869 -3.95930 -3.97394
H -0.97964 -1.63113 -6.10749
H 0.66364 -2.17388 -5.84499
H 0.28784 -0.46845 -5.71355
H 1.76412 -1.46087 -2.09076
H 1.48134 -0.02498 -3.10179
H 2.16746 -1.48466 -3.79563
C 6.03809 -4.00603 0.97094
C 4.57900 -3.65898 0.88979
C 3.87962 -3.80263 -0.30940
C 2.51896 -3.56049 -0.37571
C 1.84921 -3.14454 0.76887
C 2.52458 -2.96939 1.96760
C 3.88507 -3.22960 2.01913
S 0.11352 -2.88862 0.71381
O -0.52152 -3.97880 0.04168
O -0.34239 -2.50709 2.01977
O 0.03441 -1.62805 -0.22154
H 6.54076 -3.84463 0.01825
H 6.15730 -5.05979 1.23029
H 6.54545 -3.42266 1.73830
H 4.40478 -4.13805 -1.19510
H 1.98110 -3.71318 -1.30121
H 1.97886 -2.66690 2.85039
H 4.41464 -3.12067 2.95784
*
```

Summary:
- max |F| (eV/Å) = 1.0
- E (eV) = -98052.048
- ⟨S²⟩ = 2.015
- molecular weight (g/mol) = 1007.13
- HOMO-LUMO gap (spin up / spin down) (eV) = 6.6 / 6.5

# 3
This record from OMol25 describes a structure of composition C41H63AlGeN7O3P3. The level of theory is ωB97M-V with the def2-TZVPD basis set.

The geometry in ORCA input format:
```
! RIJCOSX wB97M-V def2-TZVPD def2/J DEFGRID3
* xyz 4 1
Al 0.65202 0.65107 0.79351
O 0.54145 0.63351 2.55184
P -0.26333 -0.26354 3.53503
C -0.32094 -1.90923 2.75217
P -0.93253 -1.97274 1.04354
O -0.27910 -0.76973 0.28971
C -0.36774 -3.48124 0.30961
C -1.23454 -4.56790 0.18898
C -0.75992 -5.76916 -0.31843
C 0.56773 -5.88294 -0.70174
C 1.43438 -4.79861 -0.58480
C 0.97223 -3.59822 -0.07820
C -2.69743 -1.86370 1.01402
C -3.30827 -1.42000 -0.16171
C -4.68939 -1.37880 -0.24351
C -5.46099 -1.78795 0.83797
C -4.85740 -2.24331 2.00244
C -3.47579 -2.28548 2.09391
C 0.60475 -0.43026 5.06437
C 0.35077 -1.51119 5.91426
C 0.98982 -1.58172 7.14037
C 1.87476 -0.57893 7.51845
C 2.12714 0.49553 6.67563
C 1.49478 0.57688 5.44533
C -1.90050 0.37786 3.74748
C -2.55038 0.99066 2.67001
C -3.84663 1.44623 2.81916
C -4.50091 1.29329 4.03764
C -3.85807 0.69445 5.11097
C -2.55463 0.23970 4.97290
H -0.88186 -2.61598 3.36654
H 0.71293 -2.27323 2.71956
H -2.27393 -4.47997 0.47854
H -1.42696 -6.61456 -0.41371
H 0.93443 -6.82275 -1.09208
H 2.46962 -4.90464 -0.87984
H 1.64724 -2.75418 0.02388
H -2.70684 -1.11784 -1.01022
H -5.16991 -1.04401 -1.15265
H -6.54002 -1.76340 0.76748
H -5.46326 -2.57106 2.83557
H -3.02340 -2.64455 3.00882
H -0.34288 -2.29552 5.63583
H 0.79615 -2.41346 7.80348
H 2.36555 -0.63344 8.48064
H 2.80515 1.27813 6.98696
H 1.67120 1.42543 4.79685
H -2.05115 1.12067 1.71422
H -4.35231 1.92536 1.99180
H -5.51331 1.65628 4.15327
H -4.36402 0.59581 6.06124
H -2.05161 -0.20177 5.82284
C -2.60567 1.97333 -1.30159
N -2.04585 3.22314 -0.80386
C -2.96014 4.36883 -0.89452
P -0.46826 3.43517 -0.48573
O 0.04068 2.10827 0.13572
N -0.21741 4.61398 0.60302
C -0.78761 4.47801 1.94805
C 0.06304 6.00656 0.23001
N 0.39643 3.71355 -1.83980
C -0.19598 4.31842 -3.03632
C 1.84933 3.86111 -1.74821
H -3.49048 1.71230 -0.71689
H -1.87783 1.16878 -1.20891
H -2.90332 2.06675 -2.34944
H -3.85784 4.16494 -0.31039
H -3.25312 4.55387 -1.92966
H -2.49223 5.26762 -0.50135
H -0.88148 3.42725 2.21946
H -1.76964 4.95296 2.00878
H -0.12378 4.96063 2.66485
H 0.36221 6.07872 -0.81126
H 0.86994 6.39119 0.85274
H -0.81909 6.63147 0.38277
H -1.24882 4.05898 -3.11408
H 0.31787 3.92979 -3.91570
H -0.09428 5.40588 -3.03706
H 2.22386 3.37698 -0.84698
H 2.14929 4.91091 -1.72809
H 2.31290 3.39357 -2.61892
N 7.06668 0.47437 0.68568
C 5.85536 0.33523 1.18683
N 5.67910 0.12260 2.48638
N 4.82837 0.41420 0.32287
C 3.59052 0.38279 0.40298
N 2.41286 0.36319 0.29824
H 7.89741 0.42301 1.25608
H 7.17949 0.64718 -0.30038
H 6.45843 0.08087 3.12615
H 4.75645 0.02764 2.87294
C -0.97260 -4.55424 -4.22753
C -1.53865 -3.16444 -4.48677
C -0.46233 -2.09207 -4.66169
C 0.44113 -2.00324 -3.41477
Ge 1.62647 -0.48492 -3.38230
C 3.54199 -0.61107 -3.53608
C 3.92844 -0.91945 -4.99584
C 3.45030 0.17195 -5.94351
C 1.94410 0.17855 -6.10368
H -1.75589 -5.30737 -4.29305
H -0.52605 -4.63814 -3.23344
H -0.21138 -4.81471 -4.96557
H -2.20239 -2.87020 -3.66678
H -2.15315 -3.17741 -5.38802
H -0.93808 -1.12760 -4.86142
H 0.15011 -2.33385 -5.53304
H 1.04882 -2.90306 -3.30581
H -0.17783 -1.91292 -2.51473
H 1.02728 0.84601 -2.89704
H 3.87543 -1.41836 -2.87752
H 3.98831 0.32305 -3.19228
H 3.49984 -1.88079 -5.29601
H 5.01048 -1.04031 -5.05199
H 3.88759 0.00629 -6.92979
H 3.80505 1.15093 -5.61315
H 1.56784 -0.72749 -6.57527
H 1.57045 1.04515 -6.64786
H 1.36520 0.27987 -5.12948
*
```

Summary:
- max |F| (eV/Å) = 0.4
- E (eV) = -151068.389
- molecular weight (g/mol) = 894.52
- HOMO-LUMO gap (eV) = 8.3